Record 1
ORCA calculation (wB97M-V/def2-TZVPD) on a single C3H5NO2S2 molecule in a non-equilibrium geometry.

Output
SMILES: COC(=S)C(=S)NO
Energy: -30444.975 eV
HOMO level: -9.05 eV
LUMO level: -0.7623 eV
Energy above the lowest of the compared OMol25 structures with the same formula, charge and spin: 302.4 kJ/mol
Frontier orbital gap: 0.30454 hartree

```
! RIJCOSX wB97M-V def2-TZVPD def2/J DEFGRID3
* xyz 0 1
C -1.772 -0.814 0.655
C -0.044 -0.766 -0.920
C 0.759 0.090 0.069
H -1.344 -1.319 1.511
H -1.686 0.271 0.685
H -2.818 -1.092 0.587
H 1.058 1.292 -1.486
H 2.290 1.645 0.771
N 1.112 1.232 -0.509
O -1.210 -1.257 -0.535
O 1.926 2.144 0.016
S 0.535 -1.093 -2.441
S 1.194 -0.332 1.597
*
```

What are the Mulliken partial charges on each atom? They are as follows, in elementary charge units:
1. C -0.78
2. C 0.29
3. C 0.34
4. H 0.32
5. H 0.39
6. H 0.26
7. H 0.19
8. H 0.31
9. N -0.01
10. O -0.30
11. O -0.35
12. S -0.26
13. S -0.41

=====

Record 2
ORCA calculation (wB97M-V/def2-TZVPD) on C29H28F4MnN5O4 as an isolated structure in a non-equilibrium geometry.

Output
Energy: -88358.165 eV
HOMO level (spin up / spin down): -3.05 / -3.43 eV
LUMO level (spin up / spin down): 2.4587 / 2.2618 eV
Frontier orbital gap (spin up / spin down): 0.20247 / 0.20922 hartree

```
! RIJCOSX wB97M-V def2-TZVPD def2/J DEFGRID3
* xyz -1 6
Mn 0.249 -1.578 -1.527
C -1.670 -3.204 1.105
C -0.172 -3.005 1.308
N 0.308 -1.638 0.975
C -0.366 -0.726 1.935
C 0.071 0.734 1.986
C 1.770 -1.598 1.175
C 2.550 -2.300 0.061
N 2.124 -1.725 -1.213
C 2.347 -2.346 -2.421
C 1.631 -1.908 -3.581
F 0.823 -0.775 -3.531
C 1.827 -2.457 -4.827
F 1.135 -1.956 -5.854
C 2.717 -3.476 -5.049
C 3.426 -3.917 -3.952
F 4.341 -4.886 -4.108
C 3.254 -3.382 -2.697
F 4.033 -3.858 -1.703
H -1.879 -4.273 1.028
H -1.989 -2.733 0.173
H -2.258 -2.800 1.931
H 0.350 -3.707 0.667
H 0.098 -3.224 2.354
H -0.235 -1.149 2.944
H -1.430 -0.750 1.702
H 1.139 0.858 2.169
H -0.453 1.209 2.818
H -0.195 1.284 1.086
H 2.031 -2.036 2.149
H 2.088 -0.559 1.169
H 2.387 -3.379 0.098
H 3.613 -2.121 0.228
H 2.841 -3.920 -6.026
C 0.176 2.728 5.216
O 0.140 4.022 4.657
C -0.571 4.153 3.485
C -0.266 5.254 2.686
C -0.920 5.451 1.488
C -1.876 4.528 1.013
C -2.194 3.447 1.850
C -1.564 3.275 3.079
N -2.477 4.780 -0.203
N -3.208 3.816 -0.734
C -2.763 2.580 -0.976
C -3.695 1.564 -1.304
C -3.310 0.259 -1.559
C -1.981 -0.152 -1.521
O -1.578 -1.437 -1.772
C -1.024 0.817 -1.251
N 0.299 0.395 -1.235
C 1.266 1.291 -1.213
C 1.015 2.654 -1.167
C -0.302 3.099 -1.054
C -1.360 2.199 -1.058
H 0.991 2.722 5.938
H 0.368 1.969 4.451
H -0.755 2.480 5.736
H 0.492 5.947 3.034
H -0.684 6.306 0.864
H -2.961 2.750 1.533
H -1.862 2.452 3.718
H -4.739 1.847 -1.337
H -4.057 -0.488 -1.807
H 2.276 0.897 -1.230
H 1.839 3.352 -1.203
H -0.511 4.158 -0.984
O -0.260 -4.350 -3.669
C -0.184 -4.463 -2.460
O 0.066 -3.543 -1.582
H -0.333 -5.454 -2.000
*
```

What are the Mulliken partial charges on each atom? They are as follows, in elementary charge units:
1. Mn -0.27
2. C -1.28
3. C -0.64
4. N 0.99
5. C -1.32
6. C -0.43
7. C -0.96
8. C -0.92
9. N 0.39
10. C -0.32
11. C 0.96
12. F -0.44
13. C 0.19
14. F -0.34
15. C -0.49
16. C 0.22
17. F -0.35
18. C 0.22
19. F -0.36
20. H 0.42
21. H 0.10
22. H 0.35
23. H 0.29
24. H 0.59
25. H 0.49
26. H 0.44
27. H 0.56
28. H -0.36
29. H 0.02
30. H 0.39
31. H 0.34
32. H 0.38
33. H 0.45
34. H 0.48
35. C -0.48
36. O -0.50
37. C 0.63
38. C -0.66
39. C -0.14
40. C -0.41
41. C -0.24
42. C -0.20
43. N -0.99
44. N -0.56
45. C -0.28
46. C -0.67
47. C -0.61
48. C 1.53
49. O -0.82
50. C 0.41
51. N 0.37
52. C 0.05
53. C -1.67
54. C -0.09
55. C -0.01
56. H 0.33
57. H 0.10
58. H 0.27
59. H 0.40
60. H 0.43
61. H 0.39
62. H 0.55
63. H 0.40
64. H 0.45
65. H 0.60
66. H 0.39
67. H 0.78
68. O -0.56
69. C -0.50
70. O 0.14
71. H 0.36